No. 1
C37H33Br2EuN3O9PSeSi as an isolated structure in a non-equilibrium geometry, computed with ωB97M-V/def2-TZVPD.

Properties
ΔE to the lowest compared entry with this formula, charge and spin (kJ/mol): 0.0
Total charge: -2
Spin multiplicity: 7
Lowest unoccupied orbital energy (spin up / spin down) (eV): 3.92 / 3.92
E_HOMO (spin up / spin down) (Eh): -0.0737 / -0.0701
Electronic energy (hartree): -11161.955112

Each line ends with the Löwdin spin population.
CARTESIAN COORDINATES (ANGSTROEM)
Eu: -0.752 -0.233 0.742  6.0698
Br: -5.166 -0.975 -1.485  -0.0002
Br: -4.917 -6.086 0.842  -0.0002
Se: -1.049 -1.704 -1.673  0.0003
P: 0.009 1.785 -1.546  -0.0019
Si: -0.229 1.386 3.087  -0.0130
O: 1.018 -1.719 1.795  -0.0029
O: 1.445 -0.284 0.165  -0.0103
O: -3.144 -0.371 0.758  -0.0075
O: 5.418 -4.543 1.710  0.0000
O: -0.900 -2.305 -0.157  -0.0064
O: -1.469 -0.099 -1.424  -0.0077
O: 6.420 -4.137 -0.326  0.0000
O: 0.341 -1.790 -2.469  0.0002
O: -2.241 -2.443 -2.459  0.0000
N: -2.288 2.311 0.242  -0.0021
N: -1.474 2.612 -1.899  -0.0003
N: -1.966 -2.005 2.500  -0.0034
C: 4.662 -3.623 0.999  0.0000
C: 5.268 -3.379 -0.221  0.0001
C: -4.819 -3.449 -0.185  0.0001
C: -3.337 -3.872 1.756  0.0000
C: 1.839 3.694 -0.624  0.0000
C: 2.173 0.358 -4.682  0.0000
C: -1.413 -2.810 3.431  -0.0005
C: 1.082 3.322 -1.733  -0.0004
C: -0.513 0.823 -4.187  -0.0001
C: 1.707 -1.328 0.835  0.0002
C: 3.510 -2.988 1.380  0.0001
C: 2.964 -2.078 0.471  -0.0002
C: 2.649 5.640 -1.777  0.0000
C: -2.552 2.531 -1.047  -0.0001
C: -1.798 -4.120 3.613  0.0001
C: 1.771 0.885 -3.470  -0.0001
C: 4.746 -2.489 -1.126  0.0000
C: -3.309 2.324 1.099  -0.0002
C: -4.289 -4.292 0.800  -0.0016
C: 1.287 0.880 4.213  -0.0018
C: 0.234 3.285 2.916  -0.0028
C: 6.443 -4.958 0.829  0.0000
C: 1.133 4.125 -2.871  -0.0001
C: -4.623 2.533 0.731  0.0000
C: 1.905 5.275 -2.895  0.0000
C: -4.427 -2.145 -0.211  -0.0012
C: 2.619 4.843 -0.644  0.0000
C: 1.232 0.076 -5.664  -0.0001
C: 3.567 -1.842 -0.756  0.0000
C: -2.772 -4.672 2.772  -0.0003
C: 0.424 1.131 -3.210  -0.0002
C: -2.908 -2.520 1.688  0.0000
C: -1.514 1.604 4.554  -0.0036
C: -4.895 2.743 -0.617  0.0000
C: -0.110 0.307 -5.410  0.0000
C: -3.477 -1.593 0.722  0.0003
C: -3.854 2.760 -1.516  0.0000
H: 1.930 5.894 -3.784  0.0000
H: 0.571 3.841 -3.755  0.0000
H: -1.908 0.639 4.892  0.0000
H: 3.220 0.144 -4.863  0.0000
H: 1.285 3.414 2.634  0.0000
H: 2.170 0.656 3.604  0.0000
H: 3.246 6.544 -1.796  0.0000
H: 6.279 -6.006 0.538  0.0000
H: -0.635 -2.372 4.048  0.0000
H: -5.914 2.881 -0.959  0.0000
H: -3.048 2.154 2.138  -0.0001
H: 0.081 3.831 3.853  -0.0005
H: 1.059 -0.024 4.789  0.0000
H: -1.336 -4.712 4.393  0.0000
H: 1.794 3.066 0.260  0.0000
H: -1.053 2.100 5.415  -0.0006
H: 3.073 -1.160 -1.435  0.0000
H: 1.558 1.669 4.923  -0.0004
H: -1.574 0.918 -3.980  0.0000
H: 5.229 -2.299 -2.074  0.0000
H: -5.417 2.495 1.464  0.0000
H: 1.541 -0.345 -6.613  0.0000
H: -2.369 2.216 4.245  0.0000
H: 3.029 -3.163 2.333  0.0000
H: 3.199 5.122 0.229  0.0000
H: -3.092 -5.699 2.882  0.0000
H: -0.369 3.776 2.142  -0.0001
H: -5.523 -3.820 -0.914  0.0000
H: -4.024 2.919 -2.574  0.0000
H: 2.499 1.100 -2.696  0.0000
H: -0.854 0.051 -6.156  0.0000
H: -1.725 2.657 -2.875  0.0000
H: 7.415 -4.868 1.324  0.0000

Cartesian forces (eV/Å) of the 2 atoms listed first:
-1.333 1.053 1.808
-0.130 0.151 -0.134

***

No. 2
C17H11AsF16N3Zn as an isolated structure, computed with ωB97M-V/def2-TZVPD.

Properties
ΔE to the lowest compared entry with this formula, charge and spin (kJ/mol): 12.8
Spin multiplicity: 2
Lowest unoccupied orbital energy (spin up / spin down) (eV): -0.22 / -3.47
E_HOMO (spin up / spin down) (Eh): -0.3185 / -0.2895
Electronic energy (hartree): -6431.691007

Each line ends with the Löwdin spin population.
CARTESIAN COORDINATES (ANGSTROEM)
As: -0.009 4.843 0.301  0.0000
Zn: -0.026 1.018 0.374  0.0003
F: -3.285 -2.294 -4.451  0.0302
F: 1.108 0.835 -1.958  0.0091
F: -3.000 -4.031 -2.393  -0.0096
F: 3.444 -4.046 -1.916  -0.0055
F: 2.687 -2.967 0.384  0.0130
F: 0.895 4.692 -1.138  0.0000
F: 1.897 -0.304 -4.293  -0.0060
F: -0.114 2.895 0.246  -0.0008
F: -0.928 4.709 1.763  0.0000
F: 1.418 4.544 1.229  0.0000
F: -2.616 0.314 -4.128  -0.0103
F: 0.099 6.536 0.386  0.0000
F: -1.474 4.793 -0.582  0.0000
F: -2.086 -3.219 -0.029  0.0231
F: -1.668 1.171 -1.736  0.0193
F: 3.094 -2.742 -4.271  0.0165
N: 1.483 -0.302 0.404  0.1991
N: -0.035 0.783 2.486  -0.0020
N: -1.381 -0.431 0.363  0.2992
C: -0.239 2.014 3.271  -0.0002
C: 1.893 -0.981 -0.687  0.0045
C: -1.991 -0.113 -1.906  0.0719
C: -2.685 -2.752 -2.226  -0.0099
C: -1.414 -1.149 1.616  0.0258
C: 1.311 0.248 2.760  -0.0009
C: -2.822 -1.870 -3.287  0.0891
C: -2.471 -0.534 -3.120  -0.0115
C: -1.846 -0.970 -0.780  0.0133
C: 2.703 -2.183 -3.133  0.0495
C: 1.732 -0.805 1.739  0.0200
C: 1.699 -0.370 -1.952  0.0426
C: 2.091 -0.935 -3.141  -0.0077
C: 2.889 -2.838 -1.926  -0.0056
C: 2.494 -2.259 -0.737  0.0406
C: -1.114 -0.184 2.775  -0.0007
C: -2.216 -2.316 -1.004  0.0713
H: 1.368 -0.177 3.769  -0.0003
H: -1.193 2.467 3.012  0.0000
H: -0.882 -0.765 3.674  -0.0004
H: 0.538 2.736 3.035  0.0000
H: 2.792 -1.028 1.879  0.0085
H: -0.705 -1.985 1.616  0.0094
H: 1.192 -1.742 1.925  0.0059
H: -2.401 -1.587 1.782  0.0094
H: -0.216 1.801 4.346  -0.0001
H: -2.017 0.395 2.966  0.0000
H: 2.007 1.085 2.694  0.0000

Cartesian forces (eV/Å) of the 2 atoms listed first:
-0.055 -0.696 0.459
0.337 -0.043 0.244

***

No. 3
C30H46NO7Si2 as an isolated structure in a non-equilibrium geometry, computed with ωB97M-V/def2-TZVPD.

Properties
ΔE to the lowest compared entry with this formula, charge and spin (kJ/mol): 207.5
Total charge: -1
Lowest unoccupied orbital energy (eV): 2.46
E_HOMO (Eh): -0.1900
Electronic energy (hartree): -2331.236692

Each line ends with the Mulliken charge.
CARTESIAN COORDINATES (ANGSTROEM)
Si: -2.649 -0.250 -1.285  -0.0989
Si: -0.315 -0.856 -2.840  -0.3585
O: 1.482 -2.917 -5.642  -0.6170
O: -5.013 -1.031 -0.157  -0.3430
O: -0.764 0.973 4.339  -0.4956
O: -1.269 1.415 0.256  -0.5696
O: -2.710 2.504 -1.081  -0.7400
O: -6.640 0.091 0.853  -0.5826
O: -1.966 -0.663 -2.766  -0.9292
N: 0.063 -1.947 3.282  0.5619
C: 4.666 -1.055 -3.484  -0.7159
C: 0.492 -1.046 -1.155  1.2157
C: 0.543 1.481 4.147  -0.0283
C: 1.051 3.926 -0.235  -1.2395
C: 0.228 -2.408 -0.494  -0.5348
C: -5.476 -0.147 0.763  0.2435
C: 0.190 -3.061 5.203  -0.7680
C: 4.192 -2.842 -1.926  -0.6286
C: 2.618 -2.357 -3.705  0.5891
C: -0.129 -3.161 3.866  -0.4515
C: -4.464 0.511 1.638  0.2669
C: 0.778 2.439 -2.235  -0.2872
C: -4.551 -0.363 -1.377  -0.6281
C: 0.306 3.755 1.109  -0.4144
C: 0.595 2.882 3.506  -1.3492
C: -0.110 1.921 -3.354  -0.9751
C: 1.361 -2.596 -4.483  -0.3809
C: 0.002 -2.444 -3.871  -0.7013
C: -0.141 -1.595 1.878  0.7858
C: 0.493 -1.054 4.228  0.3348
C: -1.502 0.865 3.123  -0.4635
C: 5.016 -1.801 -2.360  -0.4388
C: 3.476 -1.340 -4.150  -0.3100
C: -2.157 1.475 -0.643  1.0790
C: 0.156 3.580 -1.445  -0.5576
C: 0.705 -2.469 0.948  -1.4115
C: 1.098 2.848 2.050  -0.0214
C: 0.578 -1.726 5.425  -0.5970
C: 0.392 0.552 -3.848  -0.4976
C: 2.999 -3.114 -2.599  0.1872
H: -1.191 -1.662 1.609  0.0581
H: -0.817 -2.703 -0.545  0.4816
H: -3.495 0.023 1.627  -0.6308
H: 1.486 4.917 -0.356  0.3164
H: 0.896 -1.299 6.359  0.4333
H: 0.627 -3.504 1.280  0.5297
H: -0.851 0.622 2.284  -0.2826
H: 1.284 3.482 4.092  0.4784
H: -0.393 3.330 3.543  0.4302
H: 1.029 1.844 1.638  -0.2725
H: -4.942 0.652 -1.375  0.4256
H: 1.756 -2.196 1.044  0.1775
H: 0.273 -0.213 -0.486  -0.8095
H: 0.167 4.734 1.567  0.6057
H: 0.064 4.445 -2.100  0.5675
H: 1.098 0.758 3.540  0.5090
H: 0.191 -0.567 1.782  -0.6017
H: 1.006 1.510 5.130  0.5525
H: 1.717 2.786 -2.678  0.5158
H: -0.274 -3.329 -3.299  0.5191
H: -2.018 1.794 2.890  0.4845
H: 1.478 0.531 -3.765  0.1903
H: 0.783 -3.147 -1.064  0.0752
H: 4.443 -3.440 -1.064  0.4244
H: 0.692 -0.025 3.998  -1.1344
H: 1.568 -1.011 -1.343  0.6219
H: -2.255 -1.214 -0.243  -0.1532
H: -2.212 0.056 3.247  0.4346
H: 0.144 0.401 -4.899  0.6386
H: 5.926 -1.591 -1.818  0.4014
H: 1.038 1.614 -1.571  -0.0023
H: 2.376 -3.921 -2.245  0.4561
H: -4.915 -0.915 -2.236  0.3613
H: 1.887 3.228 -0.222  0.4734
H: -1.155 1.900 -3.053  0.2921
H: -0.706 -2.389 -4.695  0.4513
H: -0.809 3.241 -1.086  0.0273
H: 0.143 -3.863 5.914  0.4325
H: -4.820 0.548 2.662  0.5351
H: -0.048 2.622 -4.189  0.5180
H: -0.451 -3.999 3.277  0.4013
H: -4.318 1.536 1.307  0.2599
H: 5.304 -0.262 -3.838  0.4143
H: 2.134 3.179 2.022  0.6631
H: -0.658 3.300 0.906  0.1624
H: 3.193 -0.778 -5.027  0.4380

Cartesian forces (eV/Å) of the 2 atoms listed first:
-0.572 0.199 -0.196
0.454 -0.154 -0.604

***

No. 4
An isolated ion of composition C11H13O and charge +1 in a non-equilibrium geometry, computed with ωB97M-V/def2-TZVPD.

Properties
ΔE to the lowest compared entry with this formula, charge and spin (kJ/mol): 0.0
Total charge: +1
Lowest unoccupied orbital energy (eV): -3.19
E_HOMO (Eh): -0.4631
Electronic energy (hartree): -501.843740

Each line ends with the natural charge from an NBO analysis.
CARTESIAN COORDINATES (ANGSTROEM)
O: 0.668 -1.044 -0.254  -0.2730
C: 1.425 0.120 -0.102  0.2628
C: -2.066 1.323 -0.107  -0.1724
C: 0.822 -2.355 0.319  -0.2636
C: -3.188 0.475 -0.166  -0.1574
C: 0.565 1.204 0.072  0.0189
C: -3.090 -0.896 -0.274  -0.1951
C: 2.900 0.036 -0.162  -0.6892
C: -0.672 -0.687 -0.209  0.2409
C: -1.841 -1.457 -0.215  -0.2207
C: -0.797 0.701 -0.074  -0.0770
C: 1.149 2.625 0.153  -0.6354
H: -1.755 -2.581 -0.199  0.2297
H: -4.169 0.939 -0.256  0.2375
H: 3.296 -1.016 -0.139  0.2447
H: -2.261 2.345 0.052  0.2409
H: 0.215 -2.999 -0.263  0.2307
H: 0.500 -2.432 1.402  0.2382
H: -3.893 -1.563 -0.189  0.2432
H: 0.794 2.891 1.230  0.2447
H: 3.279 0.457 -1.156  0.2627
H: 3.364 0.524 0.650  0.2588
H: 1.898 -2.664 0.327  0.2430
H: 0.676 3.412 -0.516  0.2555
H: 2.179 2.642 0.077  0.2317

Cartesian forces (eV/Å) of the 2 atoms listed first:
-1.456 -1.324 -0.217
-0.284 3.489 1.377

***

No. 5
An isolated ion of composition C2H3N2S2 and charge +1 in a non-equilibrium geometry, computed with ωB97M-V/def2-TZVPD.

Properties
ΔE to the lowest compared entry with this formula, charge and spin (kJ/mol): 70.2
Total charge: +1
Lowest unoccupied orbital energy (spin up / spin down) (eV): -6.05 / -6.05
E_HOMO (spin up / spin down) (Eh): -0.4993 / -0.4993
Electronic energy (hartree): -983.596425

Each line ends with the natural charge from an NBO analysis.
CARTESIAN COORDINATES (ANGSTROEM)
S: 3.224 0.901 0.050  0.5763
S: 0.714 -1.849 0.001  0.0154
N: 0.431 0.694 -0.085  -0.6392
N: -1.594 -0.483 0.040  -0.7256
C: -0.271 -0.506 -0.005  0.2635
C: 1.733 0.595 -0.044  0.1877
H: -0.017 1.615 -0.159  0.4524
H: -2.106 -1.349 0.152  0.4519
H: -2.115 0.382 0.050  0.4177

Cartesian forces (eV/Å) of the 2 atoms listed first:
-1.322 -0.206 -0.177
-0.168 0.778 0.061

***

No. 6
The molecule C5H7NO2 in a non-equilibrium geometry, computed with ωB97M-V/def2-TZVPD.

Properties
ΔE to the lowest compared entry with this formula, charge and spin (kJ/mol): 301.4
SMILES: [H]/N=C(/O)[C@](C)(O)C#C
Lowest unoccupied orbital energy (eV): 0.64
E_HOMO (Eh): -0.3752
Electronic energy (hartree): -399.850781

Each line ends with the natural charge from an NBO analysis.
CARTESIAN COORDINATES (ANGSTROEM)
O: -1.414 -0.596 -1.309  -0.6787
O: 1.627 0.625 0.154  -0.6951
N: 0.001 0.764 -2.177  -0.7331
C: 0.325 -2.370 1.331  -0.1862
C: -0.207 -0.074 -1.222  0.5475
C: 0.336 -1.267 0.835  -0.0653
C: 0.332 0.074 0.214  0.1143
C: -0.539 1.041 1.021  -0.5953
H: -1.734 0.091 -2.134  0.5129
H: 0.383 -3.359 1.751  0.2433
H: -0.473 2.044 0.580  0.2274
H: 2.264 -0.049 -0.103  0.4836
H: 0.859 1.286 -2.012  0.3595
H: -1.585 0.714 1.015  0.2341
H: -0.175 1.075 2.055  0.2309

Cartesian forces (eV/Å) of the 2 atoms listed first:
-2.318 1.053 -2.395
0.290 0.285 0.205

***

No. 7
The molecule C5H7N in a non-equilibrium geometry, computed with ωB97M-V/def2-TZVPD.

Properties
ΔE to the lowest compared entry with this formula, charge and spin (kJ/mol): 328.2
Lowest unoccupied orbital energy (eV): 0.67
E_HOMO (Eh): -0.3232
Electronic energy (hartree): -249.348219

Each line ends with the natural charge from an NBO analysis.
CARTESIAN COORDINATES (ANGSTROEM)
N: -0.140 -3.088 0.142  -0.3267
C: -0.125 -2.067 -0.398  0.2960
C: 0.063 1.618 -0.133  -0.3729
C: -0.072 -0.763 -1.052  -0.5133
C: -0.239 0.276 1.416  -0.4055
C: 0.482 0.236 -0.036  -0.2680
H: 0.343 0.347 2.365  0.2133
H: 0.514 -0.864 -1.978  0.2540
H: 0.763 2.445 -0.011  0.2159
H: -1.083 -0.465 -1.355  0.2462
H: -1.298 0.319 1.740  0.2232
H: -0.767 1.870 -0.814  0.2042
H: 1.560 0.137 0.113  0.2338

Cartesian forces (eV/Å) of the 2 atoms listed first:
0.012 0.831 -0.456
-0.122 -1.184 0.257

***

No. 8
C3HN2O2 as an isolated structure in a non-equilibrium geometry, computed with ωB97M-V/def2-TZVPD.

Properties
ΔE to the lowest compared entry with this formula, charge and spin (kJ/mol): 477.8
Total charge: -1
Lowest unoccupied orbital energy (eV): 4.16
E_HOMO (Eh): -0.1087
Electronic energy (hartree): -374.802928

Each line ends with the natural charge from an NBO analysis.
CARTESIAN COORDINATES (ANGSTROEM)
O: 1.903 -1.347 -0.814  -0.6222
O: 1.370 -0.305 1.203  -0.4946
N: -1.341 1.243 -0.375  -0.1826
N: -0.062 1.556 -0.129  -0.4571
C: 1.382 -0.614 -0.025  0.7591
C: 0.143 0.108 0.233  0.1786
C: -1.363 0.046 0.179  -0.3374
H: -2.032 -0.688 -0.271  0.1562

Cartesian forces (eV/Å) of the 2 atoms listed first:
1.358 -0.083 0.043
0.388 0.350 2.190